Here is CHN3O in the gas phase from the Open Molecules 2025 dataset. Energies are from ωB97M-V/def2-TZVPD.

XYZ file:
```
6
Properties=species:S:1:pos:R:3:forces:R:3:mulliken_charge:R:1
C 1.005445 -0.141219 -0.209126 0.0 0.7 -4.5 0.18
N -2.466262 0.135805 0.533307 -1.5 0.0 -0.6 -0.44
N -1.386349 0.303282 0.320041 0.0 -1.2 0.6 0.81
N -0.211675 0.514765 0.381031 4.5 0.2 -0.6 -0.48
O 1.489461 0.107496 -1.333639 -2.3 0.0 3.9 -0.41
H 1.569381 -0.920128 0.308386 -0.7 0.3 1.2 0.34
```
Positions in Å, forces in eV/Å.

Results
- Frontier orbital gap: 10.8 eV
- Energy above the lowest of the compared OMol25 structures with the same formula, charge and spin: 3.973 eV
- LUMO level: 0.109 eV

=====

Here is a molecular structure, C24H39IrN2O2Si from the Open Molecules 2025 dataset. Energies are from ωB97M-V/def2-TZVPD.

XYZ file:
```
69
Properties=species:S:1:pos:R:3:forces:R:3:mulliken_charge:R:1
Ir -0.376025 0.774469 -0.032266 -0.7 0.1 0.1 1.13
C -4.137615 -0.619229 -1.500664 0.0 -0.1 0.0 -1.62
C -2.841663 -0.599296 -0.758009 0.3 -0.4 -0.3 0.92
O -1.948905 0.176869 -1.172705 -0.4 0.7 0.4 -1.12
C -2.652300 -1.528142 0.312409 0.0 0.1 0.1 -1.07
C -1.565278 -1.669166 1.132176 0.0 -0.2 0.1 1.16
C -1.549789 -2.731065 2.186388 0.0 0.0 0.0 -1.39
N -0.478905 -0.832858 1.073589 0.8 0.0 -0.5 0.42
N 0.444664 -0.996973 2.008947 0.0 0.2 0.2 -0.79
C 1.273010 0.070077 2.067264 0.1 -0.2 -0.1 0.09
O 1.132778 1.074609 1.291399 -0.2 0.0 0.2 -0.48
C 2.357421 0.053748 3.047197 0.0 0.0 0.0 0.80
C 2.445209 -0.973536 3.989465 0.0 0.0 0.0 -0.45
C 3.481756 -0.977384 4.904935 0.0 0.0 0.0 -0.75
C 4.431953 0.035169 4.882818 0.0 0.0 0.0 -0.38
C 4.347265 1.059604 3.946848 0.0 0.0 0.0 -0.90
C 3.311458 1.073795 3.031913 0.0 0.0 0.0 -0.11
H -4.160254 0.169487 -2.246805 0.0 0.0 0.0 0.29
H -4.964672 -0.493826 -0.799960 0.0 0.0 0.0 0.44
H -4.273394 -1.587768 -1.986457 0.0 0.0 0.0 0.39
H -3.469599 -2.214362 0.482787 0.0 0.0 0.0 0.38
H -2.475351 -3.298163 2.162268 0.0 0.0 0.0 0.42
H -1.417063 -2.285081 3.171345 0.0 0.0 0.0 0.34
H -0.704582 -3.401537 2.027605 0.0 0.0 0.0 0.33
H 1.700375 -1.756455 3.996743 0.0 0.0 0.0 0.48
H 3.550322 -1.768925 5.638493 0.0 0.0 0.0 0.42
H 5.242467 0.027701 5.599549 0.0 0.0 0.0 0.40
H 5.090742 1.844864 3.933653 0.0 0.0 0.0 0.43
H 3.232396 1.866163 2.301581 0.0 0.0 0.0 0.51
C -0.195328 -0.974970 -3.309211 0.0 0.0 0.0 -1.90
C 1.145518 -0.234705 -3.210060 0.0 0.0 0.0 2.61
C 1.472187 0.347761 -4.600280 0.0 0.0 0.0 -1.60
C 2.208195 -1.285611 -2.855541 0.0 0.0 0.0 -1.85
Si 1.113113 1.197368 -1.947652 -0.2 -0.2 0.1 -1.44
C 2.855139 1.748121 -1.362746 0.0 0.0 0.1 2.94
C 3.601484 0.639359 -0.593107 0.0 0.0 -0.1 -1.69
C 2.804495 2.990451 -0.453040 0.0 0.0 0.0 -1.95
C 3.717382 2.112914 -2.588268 0.0 0.0 0.0 -1.97
C -0.052023 2.682092 -2.405115 0.0 -0.1 0.2 2.21
C -1.273433 2.304563 -3.254895 0.1 0.0 -0.1 -1.79
C -0.564026 3.190552 -1.028536 0.6 -0.2 -0.1 -1.60
C 0.653823 3.827561 -3.142657 0.0 0.0 0.0 -1.76
H -0.107428 -1.744685 -4.081465 0.0 0.0 0.0 0.69
H -1.023182 -0.323415 -3.583509 0.0 0.0 0.0 0.33
H -0.443982 -1.475136 -2.371372 0.0 0.0 0.0 0.31
H 1.525797 -0.474675 -5.320128 0.0 0.0 0.0 0.56
H 2.428256 0.867284 -4.630838 0.0 0.0 0.0 0.29
H 0.702579 1.034859 -4.953617 0.0 0.0 0.0 0.25
H 2.063997 -2.161159 -3.494784 0.0 0.0 0.0 0.58
H 2.135573 -1.620781 -1.818244 0.0 0.0 0.0 0.33
H 3.220411 -0.924665 -3.031407 0.0 0.0 0.0 0.34
H 3.000279 0.169898 0.179870 0.0 0.0 0.0 0.08
H 4.476008 1.080592 -0.105425 0.0 0.0 0.0 0.53
H 3.968663 -0.141021 -1.253763 0.0 0.0 0.0 0.43
H 2.233958 2.822501 0.456552 0.0 0.0 0.0 0.19
H 2.405218 3.868645 -0.956062 0.0 0.0 0.0 0.31
H 3.829605 3.239881 -0.161381 0.0 0.0 0.0 0.63
H 3.944156 1.244055 -3.204693 0.0 0.0 0.0 0.37
H 4.671723 2.510480 -2.230044 0.0 0.0 0.0 0.56
H 3.263143 2.876241 -3.221677 0.0 0.0 0.0 0.30
H -1.872643 1.511589 -2.824725 0.0 0.0 0.0 -0.06
H -0.982802 2.011225 -4.263317 0.0 0.0 0.0 0.37
H -1.909199 3.190988 -3.350799 0.0 0.0 0.0 0.61
H -1.090168 2.440858 -0.348840 -0.1 0.1 -0.1 0.33
H -1.397390 3.892734 -1.133721 0.0 0.0 -0.1 0.52
H 0.217847 3.659530 -0.437150 0.0 0.1 0.0 0.36
H 1.063774 3.484079 -4.094138 0.0 0.0 0.0 0.38
H 1.458417 4.284746 -2.573101 0.0 0.0 0.0 0.36
H -0.077464 4.610929 -3.366808 0.0 0.0 0.0 0.51
```
Positions in Å, forces in eV/Å.

Results
- Net charge: +1
- Frontier orbital gap (alpha / beta): 7.7 / 6.2 eV
- LUMO level (alpha / beta): -3.514 / -5.582 eV
- 2S+1: 2

=====

Here is 2 unconnected molecules or ions with the total composition CH2F2NO2S from the Open Molecules 2025 dataset. Energies are from ωB97M-V/def2-TZVPD.

XYZ file:
```
9
Properties=species:S:1:pos:R:3:forces:R:3:mulliken_charge:R:1
C 1.144740 -0.052059 -2.285940 -2.7 1.3 -0.6 0.14
N -0.808904 0.737149 1.003133 1.2 -1.7 -2.3 -0.64
O -0.720140 -1.775529 1.187182 0.3 -0.2 0.0 -0.68
O 1.295859 -0.365004 1.783102 -0.3 -0.7 -0.7 -0.69
F 0.428432 1.150974 -2.261630 1.5 -2.2 0.0 -0.12
F 0.267488 -0.869954 -2.894514 1.1 0.9 0.8 -0.09
S 0.248780 -0.733756 0.774267 -0.7 1.7 1.0 0.58
H -0.159153 1.428587 1.309873 -0.5 0.6 1.0 0.26
H -1.697102 0.479592 1.384527 0.0 0.3 0.8 0.24
```
Positions in Å, forces in eV/Å.

Results
- Net charge: -1
- Frontier orbital gap (alpha / beta): 7.0 / 7.0 eV
- Energy above the lowest of the compared OMol25 structures with the same formula, charge and spin: 2.787 eV
- LUMO level (alpha / beta): 3.288 / 3.287 eV